Formula: C5H12NO3
Source: the Open Molecules 2025 dataset
Level of theory: ωB97M-V with the def2-TZVPD basis set

Summary:
Relative energy (zero: lowest compared OMol25 entry of this formula, charge and spin) in kcal/mol: 13.3
Total charge: -1
HOMO energy in eV: -4.5
Kohn-Sham gap in Eh: 0.3069

```
21
C5H12NO3, DFT ωB97M-V with the def2-TZVPD basis set
C 0.880 2.355 1.137
N -0.167 1.349 1.038
C 1.822 -1.626 -0.435
C 1.386 -0.177 -0.257
C 0.311 -0.014 0.836
C -0.916 -0.907 0.460
O -1.026 -1.999 1.026
O -1.685 -0.421 -0.428
H 1.374 2.590 0.185
H 0.451 3.284 1.521
H 1.650 2.034 1.841
H -0.776 1.583 0.287
H 0.977 -2.248 -0.719
H 2.557 -1.716 -1.241
H 2.253 -2.026 0.482
H 0.969 0.251 -1.172
H 2.270 0.431 -0.034
H 0.696 -0.385 1.791
H -1.366 0.325 -3.181
H -1.245 0.512 -1.685
O -1.021 0.961 -2.557
```

***

Formula: C3H7ClNO2S
Source: the Open Molecules 2025 dataset
Level of theory: ωB97M-V with the def2-TZVPD basis set

Summary:
Relative energy (zero: lowest compared OMol25 entry of this formula, charge and spin) in kcal/mol: 35.3
Total charge: -1
HOMO energy in eV: -3.6
Kohn-Sham gap in Eh: 0.2727

```
15
C3H7ClNO2S, DFT ωB97M-V with the def2-TZVPD basis set
C -2.605 -0.152 -1.119
C 0.685 0.423 -0.898
C 0.201 -0.393 1.396
N -0.157 0.340 0.238
O -2.423 1.036 1.406
O -1.771 2.292 -0.612
S -1.927 1.007 0.039
Cl -2.557 -1.678 -0.190
H -3.668 0.137 -1.117
H 0.819 -0.546 -1.412
H 0.217 1.129 -1.585
H 1.681 0.804 -0.622
H -0.640 -0.319 2.085
H 0.404 -1.456 1.188
H 1.088 0.044 1.885
```

***

Formula: C22H19CuI2N4OS2
Source: the Open Molecules 2025 dataset
Level of theory: ωB97M-V with the def2-TZVPD basis set

Summary:
Spin multiplicity: 2
<S²>: 0.75
Total charge: -1
HOMO energy (alpha / beta) in eV: -3.7 / -3.6
Kohn-Sham gap (alpha / beta) in Eh: 0.2185 / 0.2164

```
51
C22H19CuI2N4OS2, DFT ωB97M-V with the def2-TZVPD basis set
Cu -0.238 -0.789 -0.064
I 3.842 1.295 6.084
C 3.041 0.595 4.248
C 3.724 -0.344 3.500
C 3.169 -0.726 2.306
I 4.153 -2.141 1.086
C 1.967 -0.207 1.759
O 1.590 -0.621 0.617
C 1.318 0.766 2.574
C 0.105 1.504 2.080
N -0.932 0.634 1.564
C -2.120 1.334 1.124
C -2.076 1.631 -0.356
C -2.578 2.813 -0.891
C -2.601 2.970 -2.270
C -2.078 1.958 -3.063
C -1.560 0.832 -2.440
N -1.578 0.676 -1.128
C 1.858 1.139 3.790
H 4.661 -0.767 3.827
H -0.286 2.126 2.912
H 0.405 2.174 1.264
H -1.158 -0.090 2.236
H -2.984 0.684 1.295
H -2.284 2.272 1.682
H -2.958 3.587 -0.240
H -3.009 3.870 -2.715
H -2.065 2.042 -4.140
H -1.118 0.021 -3.005
H 1.349 1.891 4.378
S 0.059 -2.037 -1.946
C -0.775 -3.494 -1.488
C -0.645 -4.605 -2.323
C -1.289 -5.792 -2.046
C -2.096 -5.891 -0.918
C -2.248 -4.802 -0.085
C -1.588 -3.600 -0.343
S -1.792 -2.299 0.793
H -0.018 -4.509 -3.199
H -1.159 -6.643 -2.704
H -2.599 -6.822 -0.688
H -2.871 -4.855 0.799
N 0.815 2.969 -1.248
C 1.883 3.679 -1.671
C 2.905 2.777 -1.836
C 2.346 1.534 -1.485
N 1.089 1.671 -1.135
H -0.115 3.310 -1.054
H 1.818 4.740 -1.818
H 3.908 2.973 -2.155
H 2.809 0.569 -1.461
```

***

Formula: C29H58AlN4O2
Source: the Open Molecules 2025 dataset
Level of theory: ωB97M-V with the def2-TZVPD basis set

Summary:
Relative energy (zero: lowest compared OMol25 entry of this formula, charge and spin) in kcal/mol: 0.0
Total charge: -1
HOMO energy in eV: -4.3
Kohn-Sham gap in Eh: 0.2355

```
94
C29H58AlN4O2, DFT ωB97M-V with the def2-TZVPD basis set
C 1.119 -4.436 3.810
C 2.007 -3.304 4.394
C 1.403 -1.946 4.025
C 2.149 -0.766 4.675
C 1.644 0.653 4.239
C 0.379 0.650 3.375
C -0.209 2.043 3.066
C 0.802 3.167 2.728
C 1.117 3.299 1.222
C 1.955 2.134 0.661
C 1.761 1.863 -0.852
C 2.682 0.687 -1.232
C 2.460 0.389 -2.709
C 3.555 -0.401 -3.454
C 4.224 -1.569 -2.698
C 3.441 -2.890 -2.805
C 1.981 -2.802 -2.297
C 1.316 -4.178 -2.388
C -0.054 -4.345 -1.676
C -0.221 -3.645 -0.292
Al -0.871 -1.708 -0.172
C -2.707 -1.383 -1.004
C -3.835 -1.238 -0.017
C -4.202 -2.283 0.816
C -5.262 -2.137 1.672
C -5.996 -0.986 1.731
C -5.625 0.068 0.927
C -4.567 -0.055 0.061
H 1.712 -5.316 3.549
H 0.611 -4.065 2.916
H 0.347 -4.689 4.543
H 2.053 -3.415 5.487
H 3.043 -3.399 4.046
H 1.471 -1.828 2.937
H 0.349 -1.933 4.316
H 2.030 -0.883 5.761
H 3.221 -0.809 4.453
H 2.450 1.113 3.653
H 1.507 1.279 5.130
H 0.485 0.071 2.458
H -0.393 0.115 3.946
H -0.832 1.915 2.170
H -0.894 2.384 3.850
H 0.299 4.112 2.990
H 1.723 3.145 3.319
H 1.739 4.205 1.135
H 0.212 3.498 0.638
H 1.767 1.175 1.153
H 3.019 2.359 0.821
H 0.738 1.540 -1.075
H 1.989 2.755 -1.452
H 3.722 0.917 -0.963
H 2.354 -0.150 -0.602
H 1.511 -0.116 -2.894
H 2.375 1.370 -3.204
H 3.055 -0.864 -4.319
H 4.350 0.232 -3.866
H 5.197 -1.732 -3.186
H 4.450 -1.383 -1.642
H 3.441 -3.247 -3.845
H 3.940 -3.659 -2.195
H 2.005 -2.375 -1.292
H 1.434 -2.121 -2.955
H 2.029 -4.923 -2.007
H 1.172 -4.362 -3.463
H -0.138 -5.426 -1.471
H -0.877 -4.131 -2.371
H -0.967 -4.257 0.244
H 0.730 -3.738 0.256
H 0.147 -0.756 -0.996
H -0.777 -1.180 1.365
H -2.697 -0.499 -1.648
H -2.952 -2.272 -1.610
H -3.667 -3.230 0.801
H -5.539 -2.987 2.295
H -6.846 -0.917 2.404
H -6.179 1.004 0.936
H -4.322 0.803 -0.572
C -3.663 2.718 -3.166
O -3.427 1.896 -2.302
N -4.874 2.774 -3.813
N -2.751 3.653 -3.560
H -5.092 3.442 -4.526
H -5.566 2.100 -3.545
H -1.856 3.649 -3.097
H -2.928 4.339 -4.266
C -0.681 5.577 -2.587
O -0.545 4.813 -3.528
N 0.184 6.612 -2.352
N -1.703 5.461 -1.692
H 0.091 7.251 -1.587
H 0.951 6.720 -2.988
H -2.354 4.708 -1.831
H -1.830 6.077 -0.912
```